C3H3CeO3 | ωB97M-V with the def2-TZVPD basis set

The HOMO energy (spin up / spin down) comes out at -20.793 / -22.533 eV. As for the net charge: +3. As for the energy relative to the best compared isomer or geometry (same formula, charge and spin): 0.0 kJ/mol. The expectation value of S² is 2.018. The gap between HOMO and LUMO (spin up / spin down) is 2.99 / 5.56 eV. As for the electronic energy: -22192.97305 eV. Its spin multiplicity is 3.

Each line ends with the Mulliken charge.
Geometry (Å):
O 0.05661 1.46895 -0.61176  -0.41
Ce -1.95687 -2.18098 0.07522  2.59
O 0.08427 -0.68643 0.07041  -0.61
C 0.52601 0.43997 -0.21264  0.70
O 1.95692 0.50773 0.18901  -0.20
C 2.48049 1.60886 0.58752  0.37
C 1.74707 2.61078 1.26590  -0.60
H 3.54204 1.72183 0.35465  0.44
H 2.22536 3.08897 2.12061  0.34
H 0.82225 3.11425 0.98908  0.37

=====

C8H9AuCl3N2O4Si | ωB97M-V with the def2-TZVPD basis set

The HOMO energy comes out at -5.691 eV. As for the net charge: -1. The gap between HOMO and LUMO is 8.55 eV. As for the electronic energy: -68759.39798 eV.

Each line ends with the Mulliken charge.
Geometry (Å):
Au -0.59076 2.38667 -0.39577  0.25
N 2.61135 2.37703 1.39660  -0.43
C 3.03471 1.63176 0.31797  0.64
N 4.38374 1.31381 0.32296  -0.53
O 2.28577 1.27175 -0.56354  -0.52
H 3.27719 3.01175 1.80615  0.24
H 1.69687 2.77887 1.24208  0.09
H 4.84575 1.25920 1.21494  0.21
H 4.60725 0.57431 -0.32240  0.27
O 0.52257 -1.88498 -0.78079  -0.68
C -0.64686 -2.48471 -0.49846  0.33
C -0.68653 -3.87945 -0.57576  -0.65
C -1.85615 -4.56140 -0.29829  -0.23
C -3.01059 -3.87132 0.06318  -0.64
C -2.96481 -2.48918 0.13991  -0.43
C -1.80242 -1.77548 -0.13438  0.26
C -1.83403 -0.26640 -0.03327  0.87
O -2.83853 0.32950 0.30249  -0.67
O -0.68902 0.28059 -0.33978  -0.84
H 0.36275 -0.91240 -0.67676  0.46
H 0.21848 -4.40154 -0.85780  0.40
H -1.86982 -5.64348 -0.36355  0.35
H -3.92690 -4.40503 0.27933  0.38
H -3.83753 -1.91092 0.41684  0.42
Cl -1.32102 5.64644 1.17973  -0.31
Si -0.38549 4.62995 -0.40805  0.41
Cl -1.16335 5.58363 -2.11647  -0.31
Cl 1.57739 5.41105 -0.31711  -0.32

=====

C9H12F3OP | ωB97M-V with the def2-TZVPD basis set

The HOMO energy (spin up / spin down) comes out at -9.485 / -8.531 eV. As for the net charge: 0. As for the energy relative to the best compared isomer or geometry (same formula, charge and spin): 366.5 kJ/mol. The gap between HOMO and LUMO (spin up / spin down) is 7.87 / 7.64 eV. As for the electronic energy: -29009.18955 eV.

Each line ends with the Mulliken charge.
Geometry (Å):
C 2.98561 -1.09576 -0.22529  -0.06
C -1.39781 -2.17758 -0.21109  0.02
C -1.18445 3.13922 -1.01012  -0.27
C 2.69317 -0.04014 -0.95247  0.05
C -0.74525 -1.14416 -0.80347  0.19
C -1.15411 1.79443 -1.23041  0.30
C 2.16709 -1.69303 0.92874  -0.82
C -1.97006 -2.20067 1.12849  -0.93
C -0.72614 3.65918 0.34642  -1.13
O -1.05520 0.73350 1.11911  -0.62
F 3.51739 0.58577 -1.72598  -0.20
F -0.17697 -1.51596 -1.95866  -0.31
F -1.50123 1.31406 -2.46660  -0.29
P -0.43857 0.58541 -0.16894  0.48
H 3.94383 -1.61480 -0.27277  0.32
H -1.32786 -3.09471 -0.85188  0.33
H -1.51458 3.80042 -1.76453  0.46
H 1.45352 -0.79561 1.24391  0.10
H 2.79464 -2.01192 1.66424  0.52
H 1.45050 -2.62406 0.67280  0.12
H -3.04305 -2.75272 1.27074  0.28
H -1.86230 -1.15798 1.43898  0.29
H -1.34009 -2.80392 1.79040  0.25
H -0.34870 4.72546 0.47915  0.31
H -1.40914 3.32500 0.97531  0.37
H 0.18973 3.06059 0.58395  0.25

=====

net charge of number 2 (C8H9AuCl3N2O4Si)? -1

=====

Which of these has the lowest net charge? C8H9AuCl3N2O4Si